Here is C6H12N4O4STl as an isolated structure from OMol25. Energies are from the ωB97M-V functional and the def2-TZVPD basis.

Computed properties:
Orbital gap = 7.738 eV
Electronic energy = -36098.2033 eV
E_HOMO = -5.12 eV
Strongest force on any atom = 0.2 eV Å⁻¹
ΔE to the lowest compared entry with this formula, charge and spin = 0.0 kcal/mol
Charge = -1

The geometry in XYZ format:
```
28
C6H12N4O4STl the ωB97M-V functional and the def2-TZVPD basis
Tl -3.009 0.079 1.901
O -4.446 0.066 -2.028
S -3.996 0.104 -0.656
O -5.065 0.400 0.341
O -3.367 -1.197 -0.203
O -2.915 1.136 -0.416
C 0.842 -0.671 1.583
N 2.137 -0.606 0.893
C 1.998 -1.332 -0.378
N 0.938 -0.793 -1.223
C -0.332 -0.855 -0.483
N -0.243 -0.112 0.786
C 0.076 1.285 0.470
N 1.352 1.403 -0.252
C 2.400 0.801 0.570
C 1.234 0.616 -1.487
H 0.916 -0.117 2.524
H 0.615 -1.716 1.808
H 1.779 -2.380 -0.160
H 2.948 -1.276 -0.916
H -0.582 -1.895 -0.269
H -1.138 -0.428 -1.075
H 0.146 1.852 1.403
H -0.736 1.687 -0.136
H 2.489 1.365 1.501
H 3.351 0.863 0.032
H 2.176 0.686 -2.038
H 0.431 1.036 -2.094
```

***

Here is one molecule with the formula C2H7N3 in a non-equilibrium geometry from OMol25. Energies are from the ωB97M-V functional and the def2-TZVPD basis.

Computed properties:
SMILES string = [H]/N=C/N(C)N
Orbital gap = 9.464 eV
Electronic energy = -6656.2005 eV
E_HOMO = -8.63 eV
Strongest force on any atom = 2.1 eV Å⁻¹
ΔE to the lowest compared entry with this formula, charge and spin = 40.5 kcal/mol

The geometry in XYZ format:
```
12
C2H7N3 the ωB97M-V functional and the def2-TZVPD basis
H -0.052 1.478 2.749
N 0.005 0.593 2.211
C -0.021 0.826 0.959
N -0.126 -0.117 -0.024
C 0.168 0.118 -1.431
N -0.263 -1.470 0.396
H 0.029 1.851 0.560
H 0.057 1.163 -1.624
H -0.516 -0.365 -2.125
H 1.200 -0.204 -1.644
H 0.620 -1.956 0.025
H -1.102 -1.918 -0.052
```

***

Here is a 2-piece molecular cluster, C15H29BrNO5PS overall in a non-equilibrium geometry from OMol25. Energies are from the ωB97M-V functional and the def2-TZVPD basis.

Computed properties:
Orbital gap (alpha / beta) = 7.085 / 7.083 eV
Electronic energy = -117917.5489 eV
E_HOMO (alpha / beta) = -4.70 / -4.70 eV
Expectation value of S² = 0.754
Strongest force on any atom = 1.8 eV Å⁻¹
Charge = -1
2S+1 = 2

The geometry in XYZ format:
```
53
C15H29BrNO5PS the ωB97M-V functional and the def2-TZVPD basis
C -5.722 -1.990 -1.624
C -5.430 -1.467 -2.998
O -6.295 -1.045 -3.714
O -4.113 -1.532 -3.341
C -3.620 -0.440 -4.092
O -3.870 -0.395 -5.266
C -2.749 0.571 -3.415
P -3.112 1.071 -1.581
S -1.331 -0.139 -0.794
C -4.671 2.051 -2.176
C -5.536 2.644 -1.117
O -6.028 3.734 -1.184
Br -5.958 1.587 0.490
H -5.696 -1.139 -0.966
H -6.696 -2.440 -1.635
H -4.949 -2.688 -1.343
H -2.873 1.467 -4.006
H -1.717 0.285 -3.523
H -3.938 -0.085 -1.324
H -3.299 1.499 -0.214
H -2.241 2.225 -1.795
H -1.478 -1.355 -1.339
H -5.306 1.462 -2.827
H -4.324 2.891 -2.759
C 3.006 -1.367 3.557
C 2.460 -0.986 2.153
C 3.139 -1.829 1.072
C 4.586 -1.430 0.797
C 4.678 0.063 0.495
C 4.045 0.927 1.585
N 2.662 0.474 1.906
O 1.867 0.879 0.982
C 4.937 0.900 2.840
C 4.025 2.379 1.127
C 0.974 -1.335 2.172
H 3.928 -1.951 3.506
H 3.197 -0.488 4.170
H 2.282 -1.964 4.108
H 2.570 -1.742 0.142
H 3.095 -2.881 1.363
H 5.226 -1.691 1.646
H 4.966 -1.999 -0.054
H 5.724 0.352 0.366
H 4.180 0.259 -0.459
H 4.465 1.441 3.661
H 5.888 1.391 2.628
H 5.178 -0.104 3.184
H 3.512 2.503 0.176
H 5.048 2.735 0.998
H 3.536 3.016 1.865
H 0.436 -0.733 2.905
H 0.859 -2.384 2.448
H 0.485 -1.206 1.207
```

***

Here is one molecule with the formula C23H21N3O6 from OMol25. Energies are from the ωB97M-V functional and the def2-TZVPD basis.

Computed properties:
SMILES string = O=C(Nc1ccn([C@H]2C[C@H](OC(=O)c3ccccc3)[C@@H](CO)O2)c(=O)n1)c1ccccc1
Orbital gap = 8.968 eV
Electronic energy = -40948.5863 eV
E_HOMO = -9.04 eV
Strongest force on any atom = 1.0 eV Å⁻¹
ΔE to the lowest compared entry with this formula, charge and spin = 0.0 kcal/mol

The geometry in XYZ format:
```
53
C23H21N3O6 the ωB97M-V functional and the def2-TZVPD basis
O -5.188 -1.023 1.435
C -5.424 -0.188 0.592
N -4.458 0.373 -0.216
C -3.111 0.102 -0.275
C -2.484 -0.901 0.505
C -1.148 -1.056 0.310
N -0.476 -0.293 -0.568
C 0.941 -0.466 -0.769
C 1.794 0.181 0.340
C 2.978 -0.785 0.496
O 4.205 -0.214 0.077
C 4.951 0.385 1.030
O 4.615 0.441 2.187
C 6.209 0.945 0.491
C 6.552 0.832 -0.854
C 7.740 1.375 -1.306
C 8.588 2.030 -0.427
C 8.250 2.144 0.913
C 7.064 1.604 1.373
C 2.634 -1.961 -0.440
C 2.873 -3.343 0.169
O 2.620 -4.366 -0.752
O 1.256 -1.838 -0.748
C -1.135 0.736 -1.322
O -0.482 1.424 -2.068
N -2.460 0.854 -1.126
C -6.792 0.345 0.350
C -7.225 0.792 -0.896
C -8.519 1.254 -1.052
C -9.388 1.280 0.027
C -8.967 0.824 1.266
C -7.679 0.350 1.424
H -4.726 1.121 -0.844
H -3.042 -1.501 1.200
H -0.568 -1.804 0.831
H 1.175 -0.022 -1.749
H 2.128 1.176 0.056
H 1.222 0.249 1.265
H 3.087 -1.113 1.537
H 5.887 0.322 -1.532
H 8.008 1.288 -2.349
H 9.515 2.452 -0.786
H 8.911 2.656 1.596
H 6.778 1.681 2.411
H 3.229 -1.855 -1.360
H 3.920 -3.439 0.462
H 2.237 -3.452 1.060
H 1.737 -4.227 -1.116
H -6.572 0.752 -1.756
H -8.853 1.593 -2.022
H -10.395 1.648 -0.101
H -9.645 0.834 2.106
H -7.335 -0.019 2.379
```

***

Here is C30H37ClNO3SiTa as an isolated structure in a non-equilibrium geometry from OMol25. Energies are from the ωB97M-V functional and the def2-TZVPD basis.

Computed properties:
Orbital gap = 6.105 eV
Electronic energy = -61280.3787 eV
E_HOMO = -14.11 eV
Strongest force on any atom = 4.8 eV Å⁻¹
ΔE to the lowest compared entry with this formula, charge and spin = 42.4 kcal/mol
Charge = +2

The geometry in XYZ format:
```
74
C30H37ClNO3SiTa the ωB97M-V functional and the def2-TZVPD basis
Ta 0.788 -0.259 1.623
C 0.993 1.534 5.136
C 0.503 2.259 3.886
C 0.035 3.676 4.177
O -0.565 1.481 3.265
C 1.585 2.233 2.780
O 2.031 3.192 2.232
O 1.855 0.990 2.427
H 0.165 1.404 5.833
H 1.760 2.118 5.637
H 1.414 0.561 4.878
H -0.795 3.666 4.882
H -0.272 4.184 3.267
H 0.846 4.247 4.620
H -1.322 1.536 3.868
C 1.860 -1.341 -0.003
Si 1.176 -0.830 -1.761
C -0.620 -0.136 -1.368
N -0.757 0.645 -0.125
C -0.262 2.035 -0.289
C -1.194 2.938 -1.108
C -2.589 2.932 -0.501
C -3.105 1.501 -0.459
C -2.145 0.654 0.382
C 2.290 0.466 -2.555
C 3.682 0.369 -2.453
C 4.510 1.226 -3.154
C 3.965 2.201 -3.975
C 2.588 2.317 -4.089
C 1.763 1.461 -3.386
C 0.969 -2.425 -2.754
C 0.267 -3.516 -2.231
C 0.169 -4.705 -2.927
C 0.775 -4.833 -4.169
C 1.456 -3.757 -4.714
C 1.559 -2.569 -4.011
H 2.928 -1.134 -0.004
H 1.764 -2.423 0.083
H -1.287 -0.998 -1.300
H -0.967 0.448 -2.221
H 0.727 2.002 -0.760
H -0.162 2.490 0.705
H -1.239 2.607 -2.145
H -0.782 3.947 -1.098
H -3.258 3.566 -1.078
H -2.553 3.336 0.512
H -3.193 1.093 -1.467
H -4.091 1.464 0.003
H -2.506 -0.377 0.425
H -2.135 1.076 1.395
H 4.120 -0.397 -1.831
H 5.581 1.126 -3.068
H 4.611 2.864 -4.531
H 2.158 3.066 -4.736
H 0.693 1.550 -3.502
H -0.212 -3.428 -1.266
H -0.374 -5.536 -2.503
H 0.724 -5.771 -4.701
H 1.911 -3.842 -5.689
H 2.097 -1.738 -4.441
Cl -5.369 -2.490 0.668
C -3.816 -2.411 1.390
C -2.742 -3.095 0.818
C -1.480 -2.982 1.366
C -1.251 -2.174 2.495
C 0.122 -1.979 3.016
C -2.358 -1.557 3.101
C -3.620 -1.671 2.555
H -2.912 -3.720 -0.044
H -0.665 -3.564 0.953
H 0.736 -2.877 2.907
H 0.119 -1.700 4.071
H -2.231 -1.022 4.032
H -4.465 -1.202 3.032
```

***

Here is C38H37Cl8GeN3O2S3Se2Zr as an isolated structure from OMol25. Energies are from the ωB97M-V functional and the def2-TZVPD basis.

Computed properties:
Orbital gap (alpha / beta) = 5.766 / 4.172 eV
Electronic energy = -369728.6481 eV
E_HOMO (alpha / beta) = -14.33 / -14.33 eV
Expectation value of S² = 0.763
Strongest force on any atom = 0.4 eV Å⁻¹
ΔE to the lowest compared entry with this formula, charge and spin = 0.0 kcal/mol
Charge = +3
2S+1 = 2

The geometry in XYZ format:
```
95
C38H37Cl8GeN3O2S3Se2Zr the ωB97M-V functional and the def2-TZVPD basis
Zr 0.524 -0.060 0.794
C -6.023 -2.825 -0.562
Se -4.277 -2.935 -1.419
C -4.847 -2.416 -3.219
C -4.114 -3.208 -4.277
Se -2.185 -2.975 -4.199
C -2.177 -1.110 -4.745
H -6.443 -1.836 -0.727
H -5.888 -3.014 0.501
H -6.658 -3.595 -0.990
H -4.691 -1.341 -3.308
H -5.920 -2.609 -3.254
H -4.456 -2.908 -5.267
H -4.290 -4.278 -4.176
H -2.750 -0.492 -4.059
H -2.560 -1.020 -5.759
H -1.138 -0.785 -4.724
Cl -1.033 -0.059 4.255
C 0.307 1.012 4.006
C 0.953 1.003 2.775
C 1.995 1.889 2.664
Cl 2.831 1.898 1.105
C 2.442 2.763 3.649
Cl 3.752 3.830 3.372
C 1.777 2.730 4.871
Cl 2.283 3.746 6.149
C 0.704 1.847 5.050
Cl -0.093 1.780 6.564
N 1.629 2.415 -3.101
C 1.230 3.746 -3.096
C 1.566 4.593 -4.144
C 1.153 5.908 -4.099
C 0.404 6.400 -3.016
C 0.069 5.572 -1.974
C 0.485 4.231 -2.006
S 0.038 3.227 -0.702
N 0.698 1.754 -1.049
C 1.364 1.513 -2.144
C 1.871 0.128 -2.325
C 2.359 -0.339 -3.529
C 2.791 -1.658 -3.621
C 2.711 -2.459 -2.499
C 2.207 -1.908 -1.329
N 1.790 -0.648 -1.232
H 2.206 2.125 -3.878
H 2.141 4.224 -4.984
H 1.410 6.574 -4.912
H 0.093 7.435 -3.008
H -0.510 5.937 -1.135
H 2.393 0.271 -4.422
H 3.169 -2.042 -4.559
H 3.025 -3.493 -2.517
H 2.139 -2.503 -0.427
O -0.362 -1.764 1.584
S -0.613 -3.259 1.231
C 0.847 -4.092 1.913
C 1.349 -3.541 3.246
C 2.859 -3.721 3.436
C 3.783 -3.098 2.393
S 3.677 -1.337 2.023
O 2.216 -1.185 1.527
C 3.907 -0.587 3.597
C 3.031 -0.707 4.674
C 3.383 -0.127 5.878
C 4.595 0.548 6.007
C 5.455 0.667 4.927
C 5.109 0.105 3.706
C -1.930 -3.786 2.270
C -2.076 -3.355 3.585
C -3.135 -3.849 4.326
C -4.015 -4.769 3.763
C -3.855 -5.194 2.452
C -2.811 -4.693 1.688
H 1.593 -3.996 1.122
H 0.570 -5.148 1.952
H 0.841 -4.045 4.068
H 1.086 -2.486 3.308
H 3.102 -4.788 3.435
H 3.137 -3.359 4.425
H 3.688 -3.566 1.410
H 4.828 -3.227 2.688
H 2.079 -1.209 4.576
H 2.710 -0.196 6.723
H 4.862 0.991 6.957
H 6.389 1.201 5.028
H 5.763 0.207 2.849
H -1.395 -2.632 4.003
H -3.276 -3.521 5.346
H -4.835 -5.155 4.354
H -4.542 -5.911 2.024
H -2.681 -5.007 0.659
Cl -1.165 -0.924 -1.139
Ge -3.378 -0.798 -0.056
Cl -4.155 0.637 -1.529
Cl -1.383 1.413 1.151
```

***

Here is a 7-piece molecular cluster, C22H60F6N5O11S2 overall in a non-equilibrium geometry from OMol25. Energies are from the ωB97M-V functional and the def2-TZVPD basis.

Computed properties:
Orbital gap = 4.033 eV
Electronic energy = -91703.9764 eV
E_HOMO = -9.90 eV
Strongest force on any atom = 5.5 eV Å⁻¹
ΔE to the lowest compared entry with this formula, charge and spin = 103.0 kcal/mol
Charge = +3

The geometry in XYZ format:
```
106
C22H60F6N5O11S2 the ωB97M-V functional and the def2-TZVPD basis
C 8.578 0.004 -0.506
C 7.583 0.776 -1.399
C 7.303 0.109 -2.768
O 6.687 1.031 -3.825
C 6.482 0.544 -5.087
N 6.228 1.053 -0.775
H 5.644 0.234 -0.684
H 6.304 1.399 0.170
H 5.753 1.705 -1.383
H 9.570 -0.154 -0.929
H 8.177 -0.985 -0.282
H 8.821 0.530 0.417
H 8.123 1.718 -1.484
H 6.825 -0.861 -2.627
H 8.283 -0.132 -3.180
H 5.784 -0.292 -5.042
H 7.420 0.142 -5.470
H 6.114 1.396 -5.660
C -2.463 4.101 6.228
C -2.259 4.721 4.805
C -3.520 5.510 4.386
O -3.313 6.263 3.220
C -4.531 6.886 2.774
N -1.011 5.602 4.725
H -0.782 5.940 3.801
H -1.118 6.409 5.324
H -0.165 5.104 4.960
H -3.481 3.716 6.271
H -2.599 4.831 7.026
H -1.749 3.344 6.552
H -2.139 3.874 4.130
H -3.907 6.132 5.193
H -4.288 4.764 4.181
H -5.365 6.193 2.874
H -4.434 6.910 1.689
H -4.773 7.847 3.229
C -3.115 -5.292 -8.495
C -2.270 -4.086 -8.042
C -2.143 -2.900 -9.034
O -1.011 -2.048 -8.718
C -1.041 -0.833 -9.390
N -2.814 -3.440 -6.756
H -3.784 -3.159 -6.785
H -2.728 -4.048 -5.954
H -2.318 -2.601 -6.491
H -4.181 -5.065 -8.543
H -3.127 -6.174 -7.856
H -2.799 -5.633 -9.481
H -1.263 -4.448 -7.832
H -3.070 -2.339 -9.151
H -1.990 -3.468 -9.951
H -1.804 -0.124 -9.070
H -1.246 -0.941 -10.455
H -0.078 -0.321 -9.375
C -8.677 -3.415 0.992
C -8.361 -3.102 2.471
C -7.934 -1.639 2.788
O -7.904 -1.418 4.177
C -6.789 -2.047 4.815
N -9.551 -3.468 3.350
H -10.043 -4.279 3.003
H -9.313 -3.660 4.313
H -10.272 -2.762 3.393
H -7.898 -3.150 0.277
H -9.576 -2.896 0.658
H -8.806 -4.474 0.769
H -7.545 -3.754 2.784
H -8.601 -0.879 2.383
H -7.000 -1.432 2.264
H -5.835 -1.707 4.413
H -6.965 -3.097 4.581
H -6.718 -1.909 5.894
C 4.155 -4.437 6.699
C 4.832 -4.622 5.283
C 4.028 -3.924 4.185
O 4.649 -3.947 2.861
C 4.646 -5.283 2.367
N 6.174 -3.835 5.484
H 6.816 -3.901 4.708
H 5.941 -2.861 5.618
H 6.696 -4.132 6.297
H 3.793 -3.455 7.006
H 4.753 -4.730 7.562
H 3.231 -5.013 6.654
H 5.159 -5.622 4.997
H 3.876 -2.859 4.362
H 3.009 -4.309 4.181
H 5.197 -6.016 2.956
H 5.109 -5.252 1.381
H 3.621 -5.581 2.145
C -0.506 2.022 -2.018
F -1.227 2.049 -3.096
F 0.736 2.400 -2.321
F -0.994 2.878 -1.056
S -0.387 0.177 -1.259
O 0.545 -0.638 -2.085
O 0.132 0.306 0.108
O -1.725 -0.434 -1.333
C 3.004 9.280 -2.483
F 3.816 9.474 -3.482
F 2.562 10.438 -2.041
F 2.016 8.532 -2.989
S 4.093 8.361 -1.088
O 3.223 7.663 -0.120
O 4.980 7.413 -1.785
O 4.833 9.499 -0.492
```

***

Here is one molecule with the formula C4H7NO from OMol25. Energies are from the ωB97M-V functional and the def2-TZVPD basis.

Computed properties:
SMILES string = [H]/N=C(/C=C)OC
Orbital gap = 10.721 eV
Electronic energy = -7797.9701 eV
E_HOMO = -9.78 eV
Strongest force on any atom = 0.6 eV Å⁻¹
ΔE to the lowest compared entry with this formula, charge and spin = 38.6 kcal/mol

The geometry in XYZ format:
```
13
C4H7NO the ωB97M-V functional and the def2-TZVPD basis
H -0.883 0.296 2.083
N -0.911 -0.505 1.461
C -0.326 -0.382 0.353
C -0.345 -1.517 -0.576
C 0.231 -1.511 -1.769
O 0.349 0.697 -0.128
C 0.429 1.846 0.683
H -0.879 -2.373 -0.193
H 0.193 -2.369 -2.419
H 0.759 -0.645 -2.131
H 1.003 2.575 0.114
H 0.944 1.635 1.626
H -0.566 2.254 0.895
```

***

- Which value of electronic energy does entry 7 give?
  -91703.9764 eV

***

- electronic energy of number 4 (C23H21N3O6)?
  -40948.5863 eV

***

- Which value of strongest force on any atom does entry 1 give?
  0.2 eV Å⁻¹